Molecular formula: C3H12N3
Method: DFT, ωB97M-V with the def2-TZVPD basis set

Cartesian coordinates (Å):
C: 3.202 1.059 -0.073
C: 0.700 -2.195 -0.039
C: 0.101 -0.875 0.044
N: -1.565 2.196 -0.007
N: -1.062 -0.410 0.058
N: -2.277 -1.068 -0.074
H: 2.929 1.117 0.960
H: 2.815 1.768 -0.776
H: 3.911 0.324 -0.394
H: -0.032 -2.990 -0.219
H: 1.241 -2.404 0.886
H: 1.429 -2.212 -0.849
H: -1.158 2.577 -0.853
H: -1.182 2.710 0.780
H: -1.220 0.689 0.051
H: -3.030 -0.595 0.412
H: -2.238 -2.058 0.134
H: -2.563 2.366 -0.042

- HOMO (alpha / beta) (eV) = -11.97 / -14.14
- charge = +1
- relative energy (zero: lowest compared OMol25 entry of this formula, charge and spin) (eV) = 6.0312
- LUMO (alpha / beta) (eV) = -5.4 / -3.2
- HOMO-LUMO gap (alpha / beta) (eV) = 6.60 / 10.98
- maximum force (eV/Å) = 0.6